CH3BrO2 | ωB97M-V/def2-TZVPD

## Properties
- SMILES string: C=O.OBr
- Energy above the lowest of the compared OMol25 structures with the same formula, charge and spin: 2.5150 eV
- Kohn-Sham gap: 9.35 eV
- HOMO: -9.50 eV

The geometry in ORCA input format:
```
! RIJCOSX wB97M-V def2-TZVPD def2/J DEFGRID3
* xyz 0 1
C 0.756 -1.159 1.032
O 0.274 -0.981 -0.105
O -1.061 1.611 -0.833
Br -1.676 2.143 -2.409
H 0.821 -0.330 1.861
H -0.516 0.746 -0.772
H 1.403 -2.030 1.225
*
```

Atom charges from the Mulliken analysis, given in e for atoms 1 to 6: -0.03 -0.47 -0.48 0.06 0.20 0.47